210
Properties=species:S:1:pos:R:3:mulliken_charge:R:1 method="wB97M-V/def2-TZVPD" e_above_lowest_kj_mol=0.0 largest_force_ev_per_a=2.57 e_lumo_ev=0.5 smiles=COCCNCCOC.COCCNCCOC.COCCNCCOC.COCCNCCOC.COCCNCCOC.COCCNCCOC.COCCNCCOC.COCCNCCOC.CO.CO.CO orbital_gap_ev=8.81 e_tot_ha=-3889.454029
O -2.7715 0.4712 3.2504 -0.37
O 1.9514 2.4657 -2.7789 -0.18
O 3.2992 1.8430 3.4836 -0.37
O -6.7441 0.9756 -0.9367 -0.50
O -6.5661 8.1342 6.4765 -0.29
O 7.5649 -5.7337 -1.2934 -0.35
O 4.3367 -1.4056 -5.1333 -0.37
O 5.2630 -4.5222 4.4595 -0.33
O -5.5234 -4.7162 -4.2298 -0.33
O 4.3663 -4.5289 -1.3632 -0.24
O -3.6297 1.9781 -3.7423 -0.54
O -7.4254 1.5792 3.8995 -0.28
O 5.8835 4.0515 6.5985 -0.31
O 1.7346 3.8444 -6.8541 -0.35
O -5.0398 4.3346 2.1592 -0.30
O -0.0930 -3.8681 -1.9488 0.37
O 3.5395 -8.8086 1.8160 -0.39
O 1.5146 -0.8388 0.1729 -0.07
O -4.2057 2.0042 -6.4120 -0.60
N -4.8516 6.2799 5.2360 -0.36
N -5.3874 1.3281 1.5911 0.80
N -1.4267 -0.2214 -1.8038 0.24
N -2.6270 -4.7036 -4.4237 -0.21
N 0.4142 4.2548 -4.3486 -0.17
N 4.0000 4.4761 4.6437 -0.43
N 6.4235 -4.2031 -3.9674 -0.08
N 3.2333 -5.9787 2.9054 -0.31
C -5.9155 0.2783 2.5543 -0.55
C -3.2557 0.7886 -3.1144 -0.24
C -3.4632 -5.8384 -4.7579 -0.97
C -7.7200 1.9622 -1.3119 -0.67
C -0.6159 -4.3431 -3.1409 -1.26
C -3.3247 1.1479 -7.1575 -0.51
C -0.0388 -4.8198 -0.9353 -0.69
C 4.6407 -9.6094 1.5054 -0.70
C -5.5485 7.4861 7.2005 -0.70
C 3.7442 4.1710 3.2423 -0.79
C 3.1406 1.8776 -2.3274 -0.72
C -4.8718 4.5811 0.7826 -0.86
C -7.3719 0.5948 2.9117 -0.76
C 2.7202 3.0749 3.0534 -0.26
C -0.1471 0.0562 -1.2241 -0.06
C 6.0532 -3.0781 -4.8365 -0.97
C 5.0551 -2.1144 -4.1600 0.32
C -4.8328 -5.9082 -4.0837 -0.31
C 5.6750 5.3727 6.2048 -0.51
C 3.3812 -5.0200 -2.2555 -0.23
C 2.5710 -6.6199 1.7541 0.60
C 1.1230 5.3345 -5.0419 -0.60
C 3.0100 3.7128 -6.4044 -0.41
C 8.1402 -5.0207 -2.3870 -0.68
C 6.2158 3.9416 7.9668 -0.77
C 5.7701 -3.7411 5.5255 -0.77
C -3.9625 1.2057 1.2984 -0.86
C -1.8220 0.8658 -2.6608 0.12
C 3.1581 -2.0570 -5.5135 -0.43
C -3.9381 2.9564 -2.7931 -0.37
C 5.1819 5.3305 4.7819 -0.70
C -5.3155 6.1399 6.5735 -0.50
C 6.5786 -6.6762 -1.6266 -0.33
C -8.7103 2.0390 4.1311 -0.83
C -4.5732 5.3400 3.0213 -0.61
C 0.5266 4.2858 -2.9054 -0.18
C 1.1614 5.0651 -6.5244 -0.69
C 2.1421 -1.9435 -0.4515 0.07
C 4.2245 -3.9216 3.7957 -0.68
C -1.5140 0.5391 3.8284 -0.49
C -6.3508 -4.3909 -3.1238 -0.74
C 7.3787 -3.8201 -2.9292 -0.57
C -7.0136 9.2603 7.1380 -0.74
C -2.0566 -4.7452 -3.0897 -0.21
C 0.1483 -0.7541 0.0233 0.23
C -5.1868 5.1161 4.3572 -0.67
C 3.8512 -4.7118 2.5888 0.28
C 1.8383 3.8061 -2.4077 -0.46
C 3.5168 -7.6090 1.0937 -0.28
C -3.0310 1.5859 2.4214 -0.40
C 2.6395 0.7274 2.9334 -0.11
H -0.9938 -4.8851 -0.4043 0.36
H -3.8166 4.4040 0.5295 0.36
H -5.3810 7.0568 4.8387 0.30
H -5.9684 -0.6265 1.9370 0.32
H -3.9571 1.9834 -5.4432 0.66
H 4.9531 5.8290 6.8924 0.37
H 0.7427 3.3538 -4.6785 0.30
H -8.0510 2.5109 -0.4220 0.23
H -1.3895 -0.3190 4.4816 0.32
H 6.1296 -6.9226 -0.6686 -0.03
H 6.9394 -4.8849 -4.5213 0.25
H -1.1176 1.0668 -3.4856 0.05
H 5.5844 -1.3719 -3.5473 0.30
H 4.6218 -9.9650 0.4646 0.29
H 5.5783 -9.0853 1.7303 0.29
H -5.7923 7.3799 8.2647 0.48
H -5.3394 -6.7626 -4.5631 0.32
H -4.8178 6.3302 2.6197 0.45
H -7.9875 0.8016 2.0296 0.37
H 1.9706 -2.8480 0.1306 -0.24
H 1.8821 -1.9790 -1.5062 0.02
H -2.0566 1.9011 2.0080 0.69
H 4.3729 -2.5921 -3.4520 -0.25
H -4.6475 8.1141 7.1268 0.34
H 3.6052 -4.9039 -3.3159 0.38
H 6.3239 -2.8576 5.1384 0.29
H -8.5388 1.5056 -1.8617 0.29
H 2.4227 3.0251 1.9989 0.26
H 6.0263 4.9543 4.1595 0.31
H 4.5914 -10.5049 2.1258 0.26
H -3.3196 0.1508 -6.7066 0.20
H 1.8419 3.2224 3.7074 0.28
H 2.6573 4.3699 -2.8891 0.30
H -5.5526 3.8947 0.2677 0.02
H 6.9145 4.7214 8.3100 0.30
H 2.4668 0.7517 1.8585 0.15
H 3.0774 3.6864 -5.3014 0.05
H -4.6980 2.6327 -2.0672 -0.09
H -4.6874 5.4868 7.1854 0.40
H 5.4794 -3.4318 -5.6939 0.43
H 1.7687 5.8577 -6.9954 0.37
H 9.0712 -4.6343 -1.9597 0.32
H 1.6792 0.6219 3.4730 0.13
H 5.3248 4.0114 8.6153 0.30
H -6.7516 -5.2738 -2.6166 0.34
H 3.1298 -6.0500 -1.9709 0.29
H -0.2382 -0.1722 0.8690 -0.74
H -3.8865 0.6448 -2.2302 0.02
H 0.8470 -4.7181 -0.3254 -0.51
H 4.9992 6.3277 4.3624 0.39
H -7.7629 9.7814 6.5507 0.25
H -4.4542 3.7836 -3.3049 0.46
H 6.6379 5.8984 6.2240 0.40
H 4.3767 -2.8677 3.5151 0.23
H 3.3250 -3.9466 4.4435 0.33
H -9.0948 2.7035 3.3438 0.29
H 3.2215 1.9786 -1.2358 0.19
H 3.1949 -1.6531 -0.4254 0.32
H -7.4038 9.0212 8.1445 0.29
H 3.4030 2.7697 -6.7705 0.23
H 3.4562 5.0833 2.7064 0.42
H -4.8302 4.2057 4.8447 0.41
H 4.6675 3.8112 2.7306 0.33
H -3.4476 -0.0562 -3.7742 0.35
H 3.6773 4.5378 -6.7058 0.31
H 2.4604 -4.4430 -2.0941 -0.20
H -7.2118 -3.8522 -3.5230 0.26
H -2.6356 -4.0916 -2.4219 0.22
H 6.4780 -4.2851 6.1421 0.26
H -5.1784 5.5573 0.3689 0.54
H 3.2961 -3.0791 -5.8804 0.28
H 4.9597 -3.3286 6.1513 0.31
H 8.4048 -5.7500 -3.1715 0.32
H 6.9405 -3.2565 -2.0994 0.17
H 2.4590 -2.0543 -4.6628 -0.03
H 4.5342 -7.2091 0.9543 -0.01
H 1.7423 -7.1835 2.1928 0.41
H -4.7180 -6.1677 -3.0211 0.37
H -1.7809 1.7592 -2.0276 -0.07
H -3.4318 2.4157 3.0119 0.02
H -0.7300 0.5431 3.0608 -0.04
H 7.0784 -7.5548 -2.0597 0.36
H 3.1441 -7.7743 0.0570 0.44
H 0.6810 -0.0070 -1.9583 -0.11
H -2.3271 1.5813 -7.2721 0.17
H -3.7712 0.9996 -8.1446 0.25
H 2.1825 5.3438 -4.7003 0.29
H 4.3678 3.6081 5.0573 0.34
H -5.5636 2.2248 2.0515 0.03
H -0.4123 -3.5754 -3.8954 0.41
H 0.1560 5.0803 -6.9378 0.34
H 4.0055 2.3158 -2.8321 0.37
H 6.9339 -2.5060 -5.1510 0.33
H -0.0166 -5.1876 -3.5312 0.27
H -3.7087 1.9088 0.4889 -0.44
H 3.2167 -0.1459 3.2343 0.01
H 8.1439 -3.1397 -3.3571 0.63
H -7.2582 2.7257 -1.9603 0.19
H -2.1729 -5.7770 -2.7466 0.44
H 4.7977 -4.8776 2.0100 0.06
H -6.2284 10.0115 7.3712 0.30
H 2.6598 -1.4556 -6.2738 0.35
H 5.7850 -6.3837 -2.3131 0.30
H -7.7782 -0.3630 3.3201 0.46
H 2.2303 -5.8889 1.0296 -0.87
H 3.8880 -6.6355 3.3060 0.29
H 3.3246 -4.0868 1.8653 0.00
H -3.0800 3.4555 -2.3277 0.17
H -3.6773 -5.7770 -5.8283 0.36
H -6.5373 1.1199 0.0196 0.21
H -0.0854 1.0867 -0.8604 0.33
H 5.1853 -4.6050 -1.8777 -0.20
H 0.2696 5.2762 -2.5364 0.52
H -3.1717 -3.8559 -4.5149 0.25
H -1.4658 -1.1509 -2.1879 -0.06
H -2.9126 -6.7456 -4.5155 0.42
H 0.0236 -5.8111 -1.4225 0.54
H -6.2836 5.0675 4.2149 0.31
H -0.3603 -1.7195 0.1358 0.07
H 1.9244 3.9837 -1.3231 0.36
H -3.7698 0.2254 0.8617 0.59
H 0.7172 6.3169 -4.8049 0.43
H -5.8272 -3.7663 -2.4017 0.28
H -8.7441 2.6088 5.0607 0.23
H -9.4013 1.1894 4.2635 0.38
H -0.2449 3.5794 -2.5776 -0.46
H -6.2943 5.6057 6.5812 0.25
H 3.0651 0.8047 -2.4932 0.15
H -3.4773 5.2722 3.1237 0.25
H -5.2726 0.1505 3.4246 0.46
H 6.6823 2.9729 8.1410 0.24
H -1.4271 1.4488 4.4416 0.35